[1]
Formula: C6H10O
Source: the Open Molecules 2025 dataset
Level of theory: ωB97M-V/def2-TZVPD

Summary:
energy relative to the best compared isomer or geometry (same formula, charge and spin) = 3.950 eV
HOMO level = -0.2864 Ha
LUMO level = -0.29 eV

Structure (ORCA input):
```
! wB97M-V def2-TZVPD RIJCOSX def2/J DEFGRID3
* xyz 0 1
O -0.98 -0.39 -1.08
C -0.58 0.97 -0.78
C -1.19 -1.21 1.23
C 0.94 1.08 -0.91
C -0.76 -0.09 1.97
C 1.73 0.05 -0.10
C -1.19 -1.28 -0.16
H -0.91 -0.33 3.04
H 1.85 0.35 0.94
H -1.41 -2.24 -0.63
H -1.54 -2.15 1.67
H 1.21 2.10 -0.58
H -0.92 1.22 0.23
H -1.08 1.57 -1.54
H 1.20 1.01 -1.97
H 2.71 -0.12 -0.55
H 1.22 -0.92 -0.09
*
```

Here are the Löwdin charges for atoms 1 to 5, given in e:
1. O -0.027
2. C -0.169
3. C -0.226
4. C -0.208
5. C 0.051

[2]
Formula: C6H10O
Source: the Open Molecules 2025 dataset
Level of theory: ωB97M-V/def2-TZVPD

Summary:
energy relative to the best compared isomer or geometry (same formula, charge and spin) = 4.559 eV
HOMO level = -0.3127 Ha
LUMO level = 0.58 eV

Structure (ORCA input):
```
! wB97M-V def2-TZVPD RIJCOSX def2/J DEFGRID3
* xyz 0 1
O 0.17 -1.66 -0.14
C 0.21 0.00 -1.94
C -1.35 0.22 0.15
C -0.04 -0.26 -0.48
C 0.77 0.42 0.66
C 1.40 -0.87 1.12
C -0.56 0.89 1.31
H -0.75 0.47 2.30
H -2.02 -0.60 0.43
H -0.68 1.97 1.36
H 1.25 -1.71 0.01
H -0.47 -0.62 -2.55
H 1.05 -1.21 2.10
H 1.24 -0.24 -2.22
H -1.90 0.93 -0.48
H 1.50 1.20 0.42
H 0.02 1.05 -2.18
*
```

Here are the Löwdin charges for atoms 1 to 5, given in e:
1. O -0.078
2. C -0.008
3. C -0.087
4. C -0.527
5. C -0.289

[3]
Formula: C6H10O
Source: the Open Molecules 2025 dataset
Level of theory: ωB97M-V/def2-TZVPD

Summary:
energy relative to the best compared isomer or geometry (same formula, charge and spin) = 4.269 eV
HOMO level = -0.2794 Ha
LUMO level = 0.99 eV

Structure (ORCA input):
```
! wB97M-V def2-TZVPD RIJCOSX def2/J DEFGRID3
* xyz 0 1
O 0.28 0.07 1.30
C -0.64 0.17 -0.65
C -1.23 -1.14 -0.12
C 1.84 0.87 -0.93
C 0.86 -0.20 -0.73
C -0.61 0.99 0.62
C -0.34 -1.25 1.15
H -0.90 -1.43 2.07
H 2.05 0.72 -2.00
H -1.09 0.58 -1.56
H 0.45 -1.99 1.02
H -0.14 1.97 0.52
H 1.58 1.93 -0.76
H -1.05 -1.95 -0.83
H -1.55 1.10 1.18
H 2.78 0.63 -0.42
H -2.30 -1.10 0.13
*
```

Here are the Löwdin charges for atoms 1 to 5, given in e:
1. O -0.156
2. C -0.313
3. C -0.153
4. C -0.148
5. C 0.014

[4]
Formula: C6H10O
Source: the Open Molecules 2025 dataset
Level of theory: ωB97M-V/def2-TZVPD

Summary:
energy relative to the best compared isomer or geometry (same formula, charge and spin) = 2.895 eV
HOMO level = -0.3131 Ha
LUMO level = 0.50 eV

Structure (ORCA input):
```
! wB97M-V def2-TZVPD RIJCOSX def2/J DEFGRID3
* xyz 0 1
O 1.51 0.38 0.90
C -0.55 1.01 -0.27
C -0.25 -1.24 0.44
C -1.59 0.62 0.79
C -1.51 -0.83 1.12
C 1.38 -0.33 -1.33
C 0.56 -0.04 -0.08
H 2.11 -1.12 -1.13
H -1.26 0.89 1.82
H 0.74 -0.65 -2.16
H -2.59 1.05 0.71
H 0.34 -2.01 0.96
H -0.73 -1.77 -0.41
H 1.93 0.56 -1.64
H -0.99 0.92 -1.27
H -0.16 2.03 -0.17
H 1.05 0.50 1.74
*
```

Here are the Löwdin charges for atoms 1 to 5, given in e:
1. O -0.015
2. C -0.120
3. C -0.181
4. C -0.240
5. C 0.061

[5]
Formula: C6H10O
Source: the Open Molecules 2025 dataset
Level of theory: ωB97M-V/def2-TZVPD

Summary:
SMILES = C#C/C(C)=C/C.O
energy relative to the best compared isomer or geometry (same formula, charge and spin) = 2.283 eV
HOMO level = -0.3242 Ha
LUMO level = 0.81 eV

Structure (ORCA input):
```
! wB97M-V def2-TZVPD RIJCOSX def2/J DEFGRID3
* xyz 0 1
O -0.55 2.17 2.05
C -0.65 0.16 -0.43
C -0.06 -2.64 1.62
C 0.02 -1.78 0.76
C 1.45 -0.97 -1.15
C -0.61 1.43 -1.24
C 0.23 -0.82 -0.29
H -1.35 1.91 2.48
H -0.92 1.27 -2.30
H -0.30 -3.21 2.52
H -1.61 0.05 0.15
H 0.00 1.39 2.16
H -1.37 2.22 -0.92
H 2.46 -1.04 -0.55
H 0.39 1.90 -1.26
H 1.37 -1.88 -1.77
H 1.51 -0.14 -1.83
*
```

Here are the Löwdin charges for atoms 1 to 5, given in e:
1. O -0.044
2. C -0.139
3. C 0.109
4. C -0.125
5. C -0.055

[6]
Formula: C6H10O
Source: the Open Molecules 2025 dataset
Level of theory: ωB97M-V/def2-TZVPD

Summary:
SMILES = C=CO.C#C.C=C
energy relative to the best compared isomer or geometry (same formula, charge and spin) = 5.909 eV
HOMO level = -0.2912 Ha
LUMO level = 0.92 eV

Structure (ORCA input):
```
! wB97M-V def2-TZVPD RIJCOSX def2/J DEFGRID3
* xyz 0 1
O 2.05 -0.89 1.15
C 1.16 1.50 -0.30
C 0.39 -1.43 -0.49
C -1.69 0.81 0.14
C 0.02 1.96 -0.38
C 1.52 -0.77 -0.10
C -1.54 -0.55 0.27
H 0.04 -2.28 0.07
H -2.26 1.19 -0.71
H 2.27 -0.46 -0.82
H -1.36 -0.97 1.26
H 1.35 -1.17 1.75
H 0.15 -1.42 -1.55
H -1.71 1.42 1.03
H -0.61 2.82 -0.52
H 2.22 1.63 -0.31
H -2.01 -1.22 -0.44
*
```

Here are the Löwdin charges for atoms 1 to 5, given in e:
1. O -0.005
2. C -0.008
3. C -0.062
4. C -0.165
5. C -0.063

[7]
Formula: C6H10O
Source: the Open Molecules 2025 dataset
Level of theory: ωB97M-V/def2-TZVPD

Summary:
SMILES = CC1=CCC[C@H]1O
energy relative to the best compared isomer or geometry (same formula, charge and spin) = 0.850 eV
HOMO level = -0.3293 Ha
LUMO level = 0.90 eV

Structure (ORCA input):
```
! wB97M-V def2-TZVPD RIJCOSX def2/J DEFGRID3
* xyz 0 1
O -0.12 2.11 -0.59
C 0.65 -0.12 0.28
C -1.37 -1.18 -0.01
C -1.68 0.31 0.11
C 2.11 0.19 0.38
C 0.02 -1.27 0.55
C -0.34 0.73 -0.48
H 2.63 -0.57 0.97
H -1.21 -1.22 -1.14
H 2.30 1.17 0.85
H -2.12 -1.91 0.33
H -1.83 0.66 1.14
H 0.83 2.27 -0.65
H -0.44 0.17 -1.50
H 2.58 0.21 -0.62
H -2.51 0.63 -0.53
H 0.47 -2.19 0.91
*
```

Here are the Löwdin charges for atoms 1 to 5, given in e:
1. O 0.005
2. C -0.252
3. C -0.195
4. C -0.137
5. C -0.046

[8]
Formula: C6H10O
Source: the Open Molecules 2025 dataset
Level of theory: ωB97M-V/def2-TZVPD

Summary:
SMILES = C[C@H]1CC=CCO1
energy relative to the best compared isomer or geometry (same formula, charge and spin) = 0.351 eV
HOMO level = -0.3407 Ha
LUMO level = 1.15 eV

Structure (ORCA input):
```
! wB97M-V def2-TZVPD RIJCOSX def2/J DEFGRID3
* xyz 0 1
O -0.16 1.17 -0.48
C -0.73 0.14 0.32
C -2.24 0.24 0.15
C -0.15 -1.20 -0.10
C 1.25 1.29 -0.40
C 1.97 0.02 -0.03
C 1.34 -1.15 0.07
H -2.73 -0.58 0.68
H -0.47 0.31 1.38
H 1.52 2.09 0.31
H 1.58 1.62 -1.39
H 1.89 -2.05 0.34
H -0.42 -1.39 -1.15
H 3.04 0.11 0.15
H -2.61 1.19 0.55
H -2.50 0.19 -0.91
H -0.59 -2.02 0.49
*
```

Here are the Löwdin charges for atoms 1 to 5, given in e:
1. O -0.112
2. C -0.418
3. C -0.042
4. C -0.147
5. C -0.202